Record 1
The following is a quantum chemistry calculation of one molecule with the formula C4H5NO, from the OMol25 dataset.

```
! RIJCOSX wB97M-V def2-TZVPD def2/J DEFGRID3
* xyz 0 1
O -1.738 1.299 1.119
C -0.918 0.646 0.530
C -1.008 -0.478 -0.503
N 0.308 -0.992 0.011
C 1.286 -0.005 -0.397
C 0.495 0.277 0.830
H -1.833 -1.170 -0.318
H -1.002 -0.180 -1.558
H 1.135 0.584 -1.305
H 2.308 -0.335 -0.208
H 0.969 0.364 1.802
*
```

**Lowest unoccupied orbital energy**: 0.92 eV
**SMILES string**: O=C1CN2C[C@@H]12
**Molecular weight**: 83.09 g/mol

Record 2
The following is a quantum chemistry calculation of one molecule with the formula C4H5NO in a non-equilibrium geometry, from the OMol25 dataset.

```
! RIJCOSX wB97M-V def2-TZVPD def2/J DEFGRID3
* xyz 0 1
C 1.069 0.759 0.115
C 0.018 -0.317 -0.282
C -0.800 -0.307 -1.523
N -1.499 -0.490 -2.431
C -0.911 -0.456 0.930
O -0.529 -0.121 2.020
H 1.877 0.841 -0.610
H 0.627 1.740 0.312
H 1.511 0.463 1.077
H 0.570 -1.261 -0.389
H -1.933 -0.851 0.783
*
```

**Lowest unoccupied orbital energy**: 0.43 eV
**SMILES string**: C[C@H](C#N)C=O
**Molecular weight**: 83.09 g/mol

- molecular weight of number 1 (C4H5NO)?
  83.09 g/mol